Record 1
A molecular structure, C31H58BrFeN4OP3 at a distorted geometry, computed with ωB97M-V/def2-TZVPD.

As for the total charge: +2. As for the HOMO-LUMO gap (alpha / beta): 7.2 / 4.0 eV. Its spin multiplicity is 5.

Geometry (Å):
Br1 1.859 -2.130 -5.137
Fe1 0.826 2.607 -0.282
P1 -1.160 2.190 0.626
P2 -3.166 -0.423 -3.483
P3 0.491 -2.775 2.436
O1 0.422 -1.381 1.931
N1 1.022 -3.913 1.362
N2 1.676 -3.002 3.658
N3 6.278 4.904 0.240
N4 -0.951 -3.302 3.067
C1 2.357 -0.981 -2.596
C2 2.486 0.115 -1.738
C3 1.470 1.573 -3.421
C4 5.121 5.492 -0.046
C5 3.004 -2.524 3.276
C6 -2.524 3.358 0.354
C7 -0.161 2.953 2.037
C8 1.350 0.489 -4.282
C9 1.816 -0.776 -3.880
C10 5.140 2.879 0.814
C11 -2.830 0.778 2.363
C12 -1.525 -4.604 2.790
C13 -1.856 -2.390 3.760
C14 -1.837 0.645 1.197
C15 -1.821 -1.404 -5.704
C16 3.887 4.817 0.022
C17 6.308 3.636 0.656
C18 -2.980 1.387 -3.301
C19 1.530 -5.201 1.823
C20 2.408 2.617 -1.400
C21 -4.158 2.118 -3.974
C22 3.921 3.452 0.366
C23 2.069 1.407 -2.160
C24 0.742 -3.816 -0.065
C25 -1.626 -1.088 -4.214
C26 -2.063 4.693 -0.206
C27 2.851 2.523 -0.012
C28 -4.258 -2.374 -1.844
C29 0.633 2.046 2.993
C30 -3.260 -1.206 -1.846
C31 1.321 -2.595 5.013
H1 -3.939 3.185 -4.104
H2 -2.322 0.760 3.343
H3 -4.381 1.697 -4.963
H4 -2.925 1.630 -2.229
H5 -0.852 -0.328 -4.042
H6 2.703 -1.974 -2.341
H7 -5.069 2.036 -3.367
H8 -4.640 -2.552 -0.835
H9 -3.795 -3.302 -2.190
H10 -2.257 -1.557 -1.580
H11 -3.430 1.696 2.337
H12 -3.217 2.857 -0.335
H13 -0.976 3.470 2.566
H14 -3.535 -0.062 2.309
H15 0.319 2.221 4.038
H16 0.763 -5.989 1.812
H17 5.123 6.533 -0.361
H18 -1.404 -1.406 3.923
H19 -2.281 0.159 0.317
H20 -0.336 -3.690 -0.251
H21 7.280 3.195 0.864
H22 1.924 -5.116 2.842
H23 -2.613 -4.511 2.860
H24 -1.319 -1.987 -3.656
H25 2.972 5.319 -0.277
H26 -2.120 -2.821 4.739
H27 -0.965 -0.006 1.431
H28 -1.970 -0.490 -6.292
H29 3.323 -2.975 2.332
H30 2.135 -2.909 5.672
H31 1.696 2.336 2.912
H32 -3.023 3.468 1.325
H33 -2.933 5.254 -0.577
H34 1.276 -2.974 -0.513
H35 -0.960 -1.937 -6.131
H36 5.221 1.835 1.121
H37 2.481 3.564 -1.970
H38 1.089 2.567 -3.693
H39 -1.188 -5.352 3.524
H40 -1.357 4.574 -1.044
H41 3.040 1.507 0.401
H42 -3.576 -0.436 -1.133
H43 0.869 0.591 -5.255
H44 3.705 -2.822 4.062
H45 2.342 -5.523 1.162
H46 0.531 0.971 2.756
H47 1.070 -4.737 -0.555
H48 -5.114 -2.165 -2.497
H49 -2.020 1.659 -3.763
H50 0.536 3.719 1.589
H51 2.999 0.005 -0.790
H52 -1.270 -4.956 1.782
H53 0.401 -3.093 5.332
H54 -1.568 5.301 0.565
H55 -2.785 -2.256 3.184
H56 -2.708 -2.041 -5.839
H57 1.203 -1.503 5.104
H58 3.035 -1.428 3.182

Record 2
A single C6H15O2P molecule at a distorted geometry, computed with ωB97M-V/def2-TZVPD.

As for the HOMO-LUMO gap: 9.2 eV.

Geometry (Å):
P1 -1.043 0.869 0.124
O1 -2.753 -2.075 -0.537
O2 -4.064 -0.411 -1.381
C1 2.731 -0.384 -1.206
C2 1.596 -0.140 -0.106
C3 2.110 -0.268 1.403
C4 -3.273 -0.769 -0.500
C5 -2.849 0.324 0.603
C6 0.777 1.222 -0.392
H1 -2.074 -2.207 0.157
H2 3.000 -1.497 -1.244
H3 0.767 1.406 -1.519
H4 -1.419 2.250 0.028
H5 3.231 -0.377 1.513
H6 -2.749 -0.250 1.583
H7 1.631 -1.207 1.861
H8 -1.115 0.012 -1.049
H9 -0.602 0.409 1.420
H10 -3.572 1.193 0.644
H11 0.826 -0.983 -0.262
H12 2.291 -0.133 -2.237
H13 1.219 2.131 0.126
H14 3.632 0.288 -1.065
H15 1.702 0.598 2.037

Record 3
A single C8H10N2OS molecule at a distorted geometry, computed with ωB97M-V/def2-TZVPD.

As for the HOMO-LUMO gap: 9.6 eV.

Geometry (Å):
S1 2.660 -1.362 0.031
O1 -0.063 1.414 -0.304
N1 -0.240 -0.840 -0.483
N2 -1.588 -0.751 -0.992
C1 -2.078 -0.036 1.333
C2 2.725 1.183 -0.205
C3 4.167 -0.638 0.009
C4 -2.431 -0.356 -0.119
C5 1.880 0.136 -0.176
C6 4.105 0.714 -0.176
C7 0.467 0.310 -0.348
C8 -3.865 -0.196 -0.477
H1 5.030 -1.229 0.141
H2 -1.158 -0.549 1.660
H3 -1.884 1.041 1.295
H4 -2.872 -0.334 2.075
H5 -3.942 -0.272 -1.622
H6 4.986 1.341 -0.191
H7 -4.262 0.784 -0.111
H8 2.447 2.206 -0.398
H9 -4.383 -1.021 0.081
H10 0.298 -1.546 -1.023

Record 4
2 unconnected molecules or ions with the total composition CH6N2S2 at a distorted geometry, computed with ωB97M-V/def2-TZVPD.

As for the HOMO-LUMO gap: 9.0 eV.

Geometry (Å):
S1 0.561 2.028 1.216
S2 1.587 2.838 -0.376
N1 -0.511 -2.676 0.212
N2 -1.118 -0.492 -0.299
C1 -0.202 -1.529 -0.260
H1 -2.023 -0.642 0.116
H2 -0.784 0.464 -0.272
H3 0.553 0.774 0.830
H4 1.103 4.065 -0.078
H5 0.253 -3.293 -0.051
H6 0.581 -1.537 -1.039

Record 5
A molecular structure, C40H68N5OPSTl, computed with ωB97M-V/def2-TZVPD.

As for the total charge: +3. As for the HOMO-LUMO gap: 6.1 eV.

Geometry (Å):
Tl1 -0.992 0.089 -1.010
S1 -1.813 -2.569 0.278
P1 1.381 0.268 -2.355
O1 -2.031 -1.686 -2.727
N1 -3.487 -2.308 2.383
N2 -1.720 1.638 0.617
N3 -2.486 1.951 -2.133
N4 -3.521 -0.121 -0.706
N5 -2.101 -4.169 2.343
C1 0.899 1.662 -3.552
C2 0.094 0.881 3.141
C3 0.992 2.829 1.944
C4 -2.520 -3.002 1.779
C5 -4.030 -2.801 3.490
C6 2.309 -2.068 0.992
C7 -4.321 0.304 -1.862
C8 1.399 -1.038 1.632
C9 2.571 0.764 0.301
C10 -2.649 -4.695 3.457
C11 -0.676 -0.838 4.828
C12 -0.012 -0.453 3.523
C13 -2.729 0.937 1.415
C14 -1.473 -2.987 -3.035
C15 2.299 -2.433 -2.434
C16 4.764 1.947 -1.034
C17 2.557 0.886 -1.110
C18 -3.543 1.208 -2.832
C19 1.222 3.420 0.555
C20 3.566 -0.828 -3.776
C21 -3.656 -4.014 4.074
C22 -3.919 0.464 0.584
C23 -2.073 -0.237 4.988
C24 3.653 1.511 -1.731
C25 3.732 1.162 0.967
C26 2.024 3.386 2.937
C27 1.276 -1.506 -4.542
C28 0.217 -0.418 6.002
C29 0.637 -1.394 2.739
C30 1.742 -3.479 0.876
C31 -0.363 1.238 -4.316
C32 1.926 2.046 -4.637
C33 2.143 -1.194 -3.317
C34 -2.091 2.963 0.104
C35 -2.973 2.925 -1.148
C36 0.855 1.303 2.054
C37 1.488 0.320 1.249
C38 4.819 1.733 0.331
C39 0.651 2.906 -2.694
C40 3.638 -2.138 1.760
H1 -1.364 -4.670 1.860
H2 -2.734 -0.508 4.161
H3 1.678 -3.961 1.855
H4 1.903 2.950 3.929
H5 1.538 3.213 -2.143
H6 -1.098 0.741 -3.691
H7 -2.987 -1.800 -2.752
H8 -1.170 3.500 -0.115
H9 0.028 3.212 2.299
H10 1.226 -0.821 5.903
H11 3.625 0.036 -4.428
H12 4.246 -0.701 -2.938
H13 -0.402 -2.909 -2.927
H14 3.043 3.203 2.600
H15 -0.155 2.766 -1.970
H16 2.850 2.460 -4.247
H17 1.459 2.838 -5.228
H18 -3.101 1.579 2.219
H19 -0.374 1.642 3.757
H20 -5.223 0.806 -1.511
H21 -4.133 -4.396 4.964
H22 -4.003 2.690 -0.894
H23 2.672 -3.236 -3.072
H24 3.042 -2.276 -1.657
H25 2.256 3.323 0.225
H26 2.414 -4.095 0.276
H27 -2.248 -5.639 3.799
H28 3.766 1.020 2.039
H29 1.898 4.465 3.027
H30 -4.245 1.877 -3.336
H31 -2.986 3.931 -1.572
H32 -2.527 -0.585 5.916
H33 0.590 2.942 -0.197
H34 -0.145 0.563 -5.137
H35 -4.812 -2.201 3.942
H36 -0.753 -1.930 4.845
H37 0.755 -3.499 0.422
H38 5.695 2.018 0.900
H39 4.195 -1.206 1.722
H40 3.655 1.652 -2.797
H41 3.916 -1.690 -4.351
H42 -4.440 -0.277 1.186
H43 0.372 3.729 -3.356
H44 -0.862 1.696 1.166
H45 0.224 -1.646 -4.308
H46 1.364 -0.749 -5.316
H47 -1.922 2.420 -2.828
H48 -0.199 -0.775 6.944
H49 -2.031 0.852 5.047
H50 -1.719 -3.270 -4.057
H51 1.647 -2.439 -4.972
H52 -3.070 0.599 -3.602
H53 -2.618 3.526 0.880
H54 0.290 0.670 6.060
H55 -4.671 -0.569 -2.416
H56 4.273 -2.924 1.347
H57 -4.616 1.278 0.403
H58 3.453 -2.378 2.809
H59 2.521 -1.703 -0.008
H60 1.375 -2.776 -1.975
H61 0.624 -2.432 3.054
H62 5.579 2.427 -1.559
H63 0.988 4.486 0.568
H64 -2.234 0.080 1.872
H65 -3.481 -1.132 -0.615
H66 2.151 1.236 -5.324
H67 -1.845 -3.733 -2.335
H68 -0.812 2.132 -4.758

Record 6
A molecular structure, C21H13N5O6RhS2 at a distorted geometry, computed with ωB97M-V/def2-TZVPD.

As for the total charge: -1. As for the HOMO-LUMO gap: 6.3 eV.

Geometry (Å):
Rh1 0.558 -0.240 0.933
S1 -2.044 -0.071 0.531
S2 -0.394 0.703 3.250
O1 -1.803 0.995 3.144
O2 0.407 1.434 2.147
O3 -3.043 5.890 -2.537
O4 -4.813 5.884 -1.225
O5 -0.099 -0.764 2.844
O6 0.100 1.028 4.570
N1 0.642 -2.065 0.026
N2 -1.095 -0.643 -4.485
N3 2.370 -1.209 1.923
N4 1.036 0.467 -0.858
N5 2.941 1.233 -4.889
C1 -2.289 3.267 -1.749
C2 -0.038 -3.528 -1.732
C3 3.797 -1.685 3.759
C4 1.708 -2.826 0.256
C5 -3.280 3.998 -1.105
C6 3.424 -3.312 2.051
C7 2.938 -0.847 3.065
C8 2.560 -2.429 1.437
C9 -3.847 3.478 0.056
C10 -0.163 -0.156 -4.002
C11 -1.882 2.041 -1.257
C12 0.985 0.443 -3.408
C13 -3.667 5.317 -1.689
C14 -3.446 2.250 0.554
C15 1.043 0.472 -2.010
C16 2.066 0.884 -4.219
C17 1.086 -4.293 -1.532
C18 -2.461 1.508 -0.102
C19 4.056 -2.930 3.229
C20 1.971 -3.931 -0.522
C21 -0.217 -2.403 -0.937
H1 -3.858 1.860 1.476
H2 -1.064 -1.742 -1.066
H3 -5.240 5.286 -0.604
H4 2.684 0.142 3.430
H5 1.284 -5.156 -2.156
H6 2.882 -4.492 -0.357
H7 -1.120 1.479 -1.773
H8 -4.597 4.026 0.619
H9 -1.850 3.676 -2.650
H10 3.574 -4.301 1.640
H11 4.726 -3.613 3.736
H12 -0.755 -3.755 -2.510
H13 4.232 -1.369 4.697